131
Properties=species:S:1:pos:R:3:forces:R:3:mulliken_charge:R:1 method="wB97M-V/def2-TZVPD" e_above_lowest_kj_mol=0.0 fmax_ev_per_a=5.7 total_energy_ev=-119130.8955 gap_ev=9.26 lumo_energy_ev=0.3260
Cd -1.944979 2.156471 1.163406 -1.9 2.7 3.2 3.11
Cd 1.776214 -0.213740 -1.564418 3.3 -3.0 -3.6 3.21
S 0.121958 0.821352 0.164123 0.1 0.4 0.7 1.66
O -1.232706 1.073946 -0.319594 -0.1 -2.4 -4.0 -0.92
O 1.101109 1.433357 -0.733757 -0.5 5.1 1.1 -1.58
O 0.002696 1.401819 1.516776 3.1 -0.9 0.9 -1.57
O 0.581496 -0.561034 0.065839 -2.5 -2.2 3.2 -1.13
P 4.376562 2.160550 -2.856473 0.7 2.5 1.9 1.42
F 3.198533 3.267917 -2.623521 -0.1 -0.6 -0.4 -0.31
F 3.270785 0.944827 -2.699908 0.0 0.0 -0.6 -0.69
F 4.115719 2.184944 -4.423399 0.1 -0.4 -0.2 -0.37
F 5.535364 1.069836 -2.933566 0.1 -0.4 -0.7 -0.39
F 5.459167 3.357289 -2.944723 -0.3 -0.5 -0.2 -0.33
F 4.537664 2.123207 -1.207808 -0.1 -0.2 -0.5 -0.31
P -4.586472 -0.044816 -0.099824 -1.7 -1.6 -0.8 1.70
F -3.680047 0.167342 -1.406822 0.3 0.1 0.2 -0.26
F -5.538257 1.168737 -0.626358 0.3 -0.3 0.3 -0.39
F -5.462465 -1.170416 -0.840591 0.0 0.5 -0.1 -0.35
F -5.529564 -0.180182 1.219326 0.5 0.1 -0.1 -0.39
F -3.599188 -1.209932 0.441757 0.1 0.5 0.1 -0.30
F -3.682578 1.049817 0.741309 -1.0 -0.2 0.0 -1.08
C 3.936384 0.440049 1.297632 1.0 -0.9 -0.8 -1.43
C 3.508050 -1.018231 1.007422 0.0 2.0 0.9 -0.75
N 3.348891 -1.334998 -0.436772 0.6 -1.9 1.3 2.54
C 2.810528 -2.710543 -0.403121 -0.6 -1.5 -1.2 0.48
C 2.801463 -3.416934 -1.784653 -1.1 0.7 0.2 -1.12
C 4.673632 -1.320156 -1.109573 0.5 1.4 -0.1 -0.71
C 5.780447 -2.193396 -0.526518 -0.7 -0.2 0.1 -1.71
H 3.336478 1.157042 0.742407 -0.1 0.1 0.2 -0.02
H 4.967092 0.557334 0.954442 0.0 0.3 0.0 0.35
H 3.960544 0.623711 2.369923 -0.4 0.0 0.0 0.51
H 4.225383 -1.699750 1.464129 0.0 -0.2 -0.1 0.73
H 2.576880 -1.091046 1.570781 -0.3 -0.7 -0.6 -0.02
H 3.262924 -3.434066 0.286602 0.9 0.6 0.1 0.38
H 1.807695 -2.708122 0.031098 -0.2 0.4 -0.4 -0.92
H 2.246352 -4.349731 -1.673102 0.5 -0.3 0.1 0.04
H 2.168045 -2.892879 -2.506764 0.0 0.4 0.1 -0.26
H 3.756325 -3.511507 -2.293787 0.2 -0.4 0.4 0.45
H 4.997530 -0.282684 -1.027528 0.1 0.0 -0.1 0.38
H 4.545691 -1.427480 -2.185604 -0.2 -0.4 0.1 0.05
H 6.132801 -1.725154 0.390907 0.3 -0.2 0.0 0.36
H 6.596453 -2.315595 -1.234690 0.0 0.2 0.0 0.47
H 5.414595 -3.193888 -0.285610 0.1 0.0 0.0 0.22
C 0.351998 4.377922 -0.297378 -0.1 0.2 -0.3 -1.20
C -1.074232 4.122676 -0.793371 0.9 1.1 -0.6 -0.65
N -2.114511 4.110312 0.263352 -1.0 0.5 -1.1 1.12
C -2.168613 5.376115 1.017468 0.7 0.8 0.8 -0.55
C -2.493492 6.648739 0.246334 0.0 0.5 -0.9 -1.78
C -3.428292 3.963441 -0.452693 -0.6 0.5 -0.4 -0.71
C -4.693696 3.923511 0.419092 0.7 1.0 -0.2 -1.35
H 1.105599 4.130732 -1.046009 -0.3 -0.3 -0.2 0.16
H 0.599454 3.778327 0.576263 0.1 0.2 0.2 0.11
H 0.491412 5.453010 -0.162629 0.0 -0.1 0.6 0.50
H -1.312752 4.953133 -1.468788 -0.1 -0.1 -0.2 0.82
H -1.106710 3.221833 -1.400523 -0.3 -0.2 0.3 0.17
H -1.203762 5.596339 1.480615 0.2 -0.5 -0.2 0.49
H -2.801377 5.263530 1.893534 -0.5 -0.1 -0.3 0.19
H -1.713996 6.885313 -0.483713 0.1 -0.2 0.1 0.33
H -2.527579 7.539221 0.875106 0.0 -0.3 0.4 0.49
H -3.415289 6.663611 -0.335314 -0.2 -0.2 0.3 0.30
H -3.510823 4.814305 -1.135872 0.0 0.1 0.1 0.70
H -3.435688 3.142334 -1.173672 0.4 -0.5 0.5 0.48
H -5.508656 4.127413 -0.273073 -0.3 -0.6 0.2 0.52
H -4.806620 3.018056 0.994353 -0.3 -0.3 -0.2 -0.08
H -4.728155 4.764865 1.115875 0.2 0.0 0.0 0.28
C -0.692434 -6.275367 -0.441517 0.0 -0.1 -0.4 -0.95
C -0.223944 -6.228897 1.003690 -1.0 -0.9 0.3 -0.97
N 0.827040 -5.261131 1.227222 1.0 0.6 1.4 0.83
C 2.032389 -5.861878 1.843261 0.7 0.2 -1.8 -0.75
C 2.730751 -6.739199 0.787889 -0.6 -0.9 0.3 -1.09
C 0.413846 -4.162353 2.124045 -1.2 0.0 -0.4 -1.39
C -0.739382 -3.359548 1.534542 0.0 -0.2 -0.3 -0.08
H -1.353277 -7.110311 -0.686541 -0.1 0.0 0.4 0.46
H 0.152876 -6.403574 -1.121269 0.1 0.2 0.1 0.20
H -1.223250 -5.358437 -0.702619 0.1 0.0 -0.1 0.11
H -1.079070 -6.066782 1.674735 -0.1 0.5 -0.2 0.40
H 0.043339 -7.235620 1.347913 0.6 0.0 -0.3 0.51
H 2.697362 -5.022821 2.050261 0.0 0.0 0.4 0.39
H 1.839311 -6.424313 2.761388 -0.1 0.0 0.1 0.42
H 2.062169 -7.581978 0.586210 0.0 0.0 -0.3 0.33
H 2.893888 -6.226869 -0.159018 0.0 0.2 0.1 0.17
H 3.661934 -7.224306 1.084785 0.1 0.4 0.3 0.42
H 1.240379 -3.482737 2.330225 0.2 -0.2 -0.1 0.25
H 0.043005 -4.562386 3.078852 0.3 -0.1 0.2 0.56
H -0.983771 -2.481146 2.126673 0.1 0.0 0.1 -0.31
H -1.641667 -3.968992 1.461497 0.0 0.1 0.0 0.63
H -0.500100 -3.021227 0.527982 0.0 0.1 0.0 -0.17
C -0.231824 3.673343 3.659088 0.9 -0.3 0.3 -1.30
C -1.697225 3.505922 3.967588 -0.2 -0.2 0.2 -0.70
N -2.361069 2.328407 3.347184 -0.7 -0.5 0.8 0.15
C -1.876525 1.050326 3.963988 0.6 0.8 0.2 -0.99
C -2.355173 -0.198474 3.241977 1.3 0.1 0.4 -0.31
C -3.842894 2.420353 3.608473 0.0 0.2 0.0 -0.26
C -4.334325 2.040420 4.997020 -0.5 0.8 0.3 -1.66
H 0.206810 4.395624 4.350484 -0.1 0.0 0.0 0.54
H -0.005846 4.042463 2.660032 -0.4 0.0 -0.1 0.07
H 0.355680 2.759744 3.763766 -0.1 0.0 0.1 0.20
H -1.906507 3.428317 5.038709 0.4 0.2 0.1 0.53
H -2.154697 4.433292 3.628652 -0.5 -0.2 0.0 0.38
H -0.788485 1.114443 4.019921 0.0 -0.3 -0.5 0.47
H -2.132594 1.046379 5.027841 -0.5 0.0 -0.1 0.74
H -1.743884 -0.412809 2.364262 -0.2 0.4 -0.3 -0.83
H -2.042649 -1.012538 3.901157 -0.8 -0.2 0.1 0.59
H -3.401968 -0.175924 2.965791 -0.1 -0.4 0.2 0.13
H -4.406499 1.816857 2.899937 0.2 0.1 -0.3 -0.03
H -4.085434 3.472262 3.453448 -0.2 -0.1 -0.2 0.28
H -3.839168 2.629441 5.772873 0.3 -0.5 0.1 0.34
H -4.371729 0.974927 5.207951 0.3 0.0 0.1 0.34
H -5.364397 2.395871 5.095619 -0.1 -0.1 -0.3 0.50
C -0.558351 -2.559130 -2.274755 1.0 0.0 -0.4 -1.28
C -0.710972 -1.172499 -2.918373 -0.5 -1.0 1.0 -0.66
N 0.541433 -0.502657 -3.383743 -1.3 -0.5 -1.2 1.45
C 1.032248 -1.263468 -4.566356 0.7 0.7 -0.1 -0.90
C 2.408267 -0.780454 -5.009090 -0.2 -1.0 -0.8 -1.30
C 0.128038 0.892431 -3.758931 -0.7 1.1 0.2 0.57
C -1.077309 1.066919 -4.705888 0.0 -1.8 -0.2 -1.59
H 0.173875 -2.584731 -1.467317 0.0 0.2 0.0 -0.39
H -0.199712 -3.269118 -3.023351 -0.3 -0.3 0.1 0.41
H -1.485720 -2.907966 -1.825384 -0.2 0.2 -0.3 0.56
H -1.392929 -1.332347 -3.753713 0.0 0.3 -0.1 0.61
H -1.208867 -0.578984 -2.151342 0.0 0.5 -0.3 -0.19
H 1.139899 -2.311579 -4.297988 -0.2 0.0 0.1 0.46
H 0.307327 -1.188520 -5.380079 -0.1 -0.1 0.1 0.46
H 2.736738 -1.413008 -5.841734 -0.1 -0.2 0.2 0.53
H 2.460499 0.207299 -5.459416 0.0 0.3 0.7 0.33
H 3.090482 -0.985937 -4.188228 0.4 0.6 -0.1 0.00
H 0.922527 1.508183 -4.179121 0.5 -0.5 0.2 0.17
H -0.120785 1.335952 -2.795575 -0.1 0.3 -0.1 -0.64
H -0.877101 0.528857 -5.638706 0.2 0.5 -0.3 0.40
H -1.351648 2.092105 -4.931852 0.3 0.1 0.2 0.44
H -1.958343 0.521873 -4.363378 -0.1 0.5 0.4 0.30